This record from OMol25 describes C45H57N3O7PRbS2 as an isolated structure. The level of theory is the ωB97M-V functional and the def2-TZVPD basis.

```
116
Properties=species:S:1:pos:R:3:forces:R:3:lowdin_charge:R:1
Rb -0.885362 1.011202 0.256621 -0.3 0.0 -0.1 0.738
C -2.213416 -1.801415 3.316118 0.0 0.0 0.0 -0.090
O -3.440832 -1.376225 2.769011 0.0 0.0 0.0 -0.179
C -3.496961 -1.574211 1.373871 -0.1 0.0 0.0 -0.216
C -4.668819 -0.768918 0.812102 0.1 0.0 0.0 -0.172
O -4.338234 -0.100780 -0.394019 0.0 0.0 0.0 -0.151
C -4.658937 -0.791786 -1.579267 0.0 0.0 0.0 -0.182
C -3.778002 -1.984432 -1.882274 0.0 0.0 0.0 -0.208
O -2.441849 -1.560424 -1.993013 0.0 0.0 0.0 -0.183
C -1.617103 -2.532548 -2.591853 0.0 0.0 0.0 -0.101
H -2.073873 -2.884682 3.210124 0.0 0.0 0.0 0.078
H -1.368546 -1.290052 2.836377 0.0 0.0 0.0 0.085
H -2.224445 -1.550473 4.375291 0.0 0.0 0.0 0.092
H -2.583862 -1.215373 0.887803 0.1 0.0 0.0 0.087
H -3.582894 -2.648346 1.151904 0.0 0.0 0.0 0.111
H -5.556147 -1.394974 0.665680 0.0 0.0 0.0 0.128
H -4.892947 0.004665 1.544083 0.0 0.0 0.0 0.106
H -5.703792 -1.131890 -1.554878 0.0 0.0 0.0 0.128
H -4.544656 -0.065136 -2.385303 0.0 0.0 0.0 0.120
H -3.869933 -2.760949 -1.107905 0.0 0.0 0.0 0.123
H -4.125123 -2.424244 -2.829029 0.0 0.0 0.0 0.131
H -1.937556 -2.732439 -3.623244 0.0 0.0 0.0 0.097
H -0.603358 -2.142761 -2.590419 0.0 0.0 0.0 0.052
H -1.639557 -3.476991 -2.032046 0.0 0.0 0.0 0.086
N 0.137733 0.589324 -3.858074 -0.1 0.0 0.0 -0.128
P 1.192247 0.531371 -2.499946 -0.1 0.1 0.2 1.039
C 2.274066 1.985892 -2.800885 0.0 0.0 0.0 -0.351
C 3.430722 1.996350 -3.579293 0.0 0.0 0.0 -0.093
C 4.135926 3.176872 -3.767532 0.0 0.0 0.0 -0.091
C 3.683554 4.357952 -3.190766 0.0 0.0 0.0 -0.092
C 2.532110 4.355422 -2.415657 0.0 0.0 0.0 -0.072
C 1.834393 3.173364 -2.209991 0.0 -0.1 0.0 -0.100
C 2.268828 -0.857724 -2.992772 0.0 0.0 -0.1 -0.381
C 1.954205 -1.768082 -3.997080 0.0 0.0 0.0 -0.101
C 2.785360 -2.852040 -4.255393 0.0 0.0 0.0 -0.085
C 3.942850 -3.037535 -3.515651 0.0 0.0 0.0 -0.092
C 4.264108 -2.135987 -2.507004 0.0 0.0 0.0 -0.097
C 3.429407 -1.062834 -2.242802 0.0 0.0 0.0 -0.118
C -1.098742 1.235599 -3.824397 0.0 0.0 0.1 -0.380
C -1.740151 1.541030 -5.031052 0.0 0.0 -0.1 -0.023
C -2.948772 2.198571 -4.990192 0.0 0.0 0.1 -0.074
C -3.494698 2.538071 -3.756413 0.0 0.0 -0.1 -0.074
C -2.789765 2.181894 -2.623551 -0.1 0.0 0.1 -0.143
N -1.621728 1.538091 -2.640162 0.1 0.1 -0.2 0.065
H 0.562230 0.608944 -4.774983 0.0 0.0 0.0 0.100
H 3.786896 1.079267 -4.034152 0.0 0.0 0.0 0.100
H 5.037653 3.175669 -4.367336 0.0 0.0 0.0 0.100
H 4.234568 5.278006 -3.341547 0.0 0.0 0.0 0.101
H 2.180698 5.267152 -1.949707 0.0 0.0 0.0 0.112
H 0.958570 3.185201 -1.565579 0.0 0.0 0.0 0.071
H 1.048426 -1.638907 -4.576501 0.0 0.0 0.0 0.094
H 2.526007 -3.550800 -5.040812 0.0 0.0 0.0 0.103
H 4.594286 -3.876794 -3.723614 0.0 0.0 0.0 0.101
H 5.170131 -2.270062 -1.928102 0.0 0.0 0.0 0.107
H 3.684653 -0.363493 -1.451406 0.0 0.0 0.0 0.105
H -1.282358 1.267431 -5.973725 0.0 0.0 0.0 0.107
H -3.461630 2.453499 -5.909010 0.0 0.0 0.0 0.106
H -4.433655 3.066445 -3.675330 0.0 0.0 0.0 0.102
H -3.192827 2.420995 -1.643323 0.1 0.0 0.0 0.115
O 0.554360 -2.131863 -0.318773 0.1 0.1 0.0 -0.529
S 1.213188 -3.425483 -0.643237 0.0 -0.1 0.0 0.965
C 2.620057 -3.650699 0.510596 -0.1 0.1 0.0 -0.291
C 2.418761 -2.895944 1.824418 0.1 0.0 0.1 -0.228
C 3.351685 -1.691150 1.944376 0.0 0.0 0.0 -0.234
C 3.102704 -0.897100 3.222862 -0.1 0.1 0.0 -0.297
S 1.897242 0.463830 2.928887 0.2 0.2 -0.1 0.988
O 1.109236 0.017163 1.743827 0.0 -0.2 0.3 -0.679
C 3.106639 1.628575 2.288657 -0.1 0.0 -0.1 -0.377
C 3.202182 1.796120 0.917906 -0.1 0.0 0.0 -0.062
C 4.148277 2.673551 0.404988 0.0 0.0 0.0 -0.050
C 4.971615 3.385338 1.266182 0.0 0.0 0.0 -0.072
C 4.848720 3.228803 2.641519 0.0 0.0 0.0 -0.078
C 3.910176 2.349784 3.157875 0.0 0.0 0.1 -0.085
C 0.153914 -4.686577 0.082054 0.0 0.1 0.0 -0.378
C 0.426406 -6.037071 -0.091077 0.0 0.0 0.0 -0.089
C -0.439864 -6.975470 0.445855 0.0 0.0 0.0 -0.079
C -1.574641 -6.560871 1.135085 0.0 0.0 0.0 -0.079
C -1.845974 -5.209085 1.283872 0.0 0.0 0.0 -0.069
C -0.979827 -4.261236 0.750500 0.0 0.0 0.0 -0.076
H 3.498122 -3.298083 -0.030876 0.0 0.0 0.0 0.068
H 2.712868 -4.728016 0.645451 0.0 0.0 0.0 0.083
H 2.603280 -3.570317 2.664909 0.0 0.0 0.0 0.119
H 1.385116 -2.548365 1.897973 0.0 0.0 0.0 0.094
H 3.205136 -1.042269 1.076557 0.0 0.0 0.0 0.094
H 4.390151 -2.033048 1.924752 0.0 0.0 0.0 0.121
H 4.004488 -0.431446 3.618505 0.0 0.0 0.0 0.085
H 2.669624 -1.522302 4.006536 0.0 0.0 0.0 0.087
H 2.523164 1.252611 0.269940 0.0 0.0 0.0 0.087
H 4.230002 2.810166 -0.665669 0.0 0.0 0.0 0.092
H 5.700045 4.078589 0.865239 0.0 0.0 0.0 0.104
H 5.476407 3.801858 3.311718 0.0 0.0 0.0 0.104
H 3.797112 2.232839 4.230235 0.0 0.0 0.0 0.113
H 1.303700 -6.352623 -0.645258 0.0 0.0 0.0 0.112
H -0.238542 -8.031348 0.320171 0.0 0.0 0.0 0.105
H -2.252532 -7.296072 1.548966 0.0 0.0 0.0 0.104
H -2.735415 -4.889871 1.812762 0.0 0.0 0.0 0.100
H -1.166416 -3.196990 0.832263 0.0 0.0 0.0 0.089
C -4.465828 3.374097 4.796114 0.0 0.0 0.0 -0.045
C -3.122465 3.452290 4.064584 0.1 0.0 0.0 -0.581
C -2.833271 4.883766 3.598777 0.0 0.0 0.0 -0.027
C -1.978943 2.953420 4.959395 0.0 0.0 0.0 -0.033
C -3.180442 2.574416 2.881993 0.1 -0.1 -0.1 -0.145
N -3.206530 1.863307 1.980359 -0.1 0.1 0.1 0.184
H -4.419943 4.002927 5.686681 0.0 0.0 0.0 0.087
H -4.685574 2.351288 5.103386 0.0 0.0 0.0 0.088
H -5.281039 3.727388 4.163684 0.0 0.0 0.0 0.088
H -2.806728 5.539670 4.471007 0.0 0.0 0.0 0.090
H -3.608652 5.240543 2.919814 0.0 0.0 0.0 0.092
H -1.870185 4.928022 3.093080 0.0 0.0 0.0 0.071
H -1.903438 3.604958 5.832186 0.0 0.0 0.0 0.089
H -1.039083 2.973987 4.407239 0.0 0.0 0.0 0.068
H -2.173539 1.934316 5.297960 0.0 0.0 0.0 0.087
O -0.000336 3.054701 2.312379 0.0 -0.1 -0.1 -0.163
C -0.016405 3.906188 1.392666 0.1 0.0 0.0 -0.632
O -0.280399 3.731746 0.180857 0.1 0.0 0.1 -0.209
H 0.232533 4.952052 1.695342 0.0 0.0 0.0 0.114
```
Positions in Å, forces in eV/Å.

Calculated values
HOMO energy   -7.89 eV
Total energy   -3601.71319 Eh
Orbital gap   8.22 eV
Lowest unoccupied orbital energy   0.32 eV
Total charge   0